Formula: C4H11NO
Source: the Open Molecules 2025 dataset
Level of theory: ωB97M-V/def2-TZVPD

Geometry (Å):
C 0.78 -1.08 -1.37
C 0.05 -1.11 -0.05
N -1.31 -1.12 -0.15
O 0.62 -1.12 1.04
H 1.87 -1.07 -1.18
H 0.52 -0.17 -1.95
H 0.54 -1.97 -1.98
H -1.78 -1.11 -1.05
H -1.86 -1.14 0.72
C 0.28 1.29 0.01
C -0.14 1.18 1.48
H -0.46 0.78 -0.63
H 1.27 0.81 -0.14
H 0.35 2.35 -0.29
H -1.12 1.66 1.63
H -0.21 0.13 1.79
H 0.60 1.69 2.13

DFT total energy   -288.9633 a.u.
E_LUMO   0.832 eV
Energy relative to the best compared isomer or geometry (same formula, charge and spin)   141.0 kJ/mol
Orbital gap   10.412 eV
Largest force on an atom   2.43 eV/Å
E_HOMO   -9.581 eV

---

Formula: C7H11N4O
Source: the Open Molecules 2025 dataset
Level of theory: ωB97M-V/def2-TZVPD

Geometry (Å):
C 0.00 -1.36 0.09
C -0.06 2.61 0.53
C -1.08 -0.85 -0.28
C 1.39 -1.02 -0.18
C 1.05 1.24 -0.99
C 2.37 -2.16 0.01
C -3.23 -0.11 0.33
N -1.00 2.13 -0.15
N 1.78 0.04 -0.69
N 1.15 2.15 0.14
N -0.40 1.25 -1.03
O -2.26 -0.84 -0.56
H -0.13 -2.42 0.59
H -0.11 3.44 1.31
H 1.57 1.52 -1.85
H 2.65 -2.06 1.15
H 3.24 -1.91 -0.70
H 1.89 -3.03 -0.29
H -4.18 -0.09 -0.22
H -2.96 0.94 0.45
H -3.41 -0.41 1.42
H 2.10 2.47 0.57
H -0.75 1.10 -1.95

DFT total energy   -567.1638 a.u.
E_LUMO   -4.135 eV
Energy relative to the best compared isomer or geometry (same formula, charge and spin)   568.2 kJ/mol
Orbital gap   8.164 eV
Largest force on an atom   4.72 eV/Å
Total charge   +1
E_HOMO   -12.299 eV

---

Formula: C13H19NO3
Source: the Open Molecules 2025 dataset
Level of theory: ωB97M-V/def2-TZVPD

Geometry (Å):
C -4.91 -0.94 -1.23
C -4.49 0.06 -0.15
C -5.07 -0.34 1.21
C -2.99 0.18 -0.08
C -2.36 1.39 -0.33
C -0.99 1.53 -0.27
C -0.20 0.43 0.03
O 1.17 0.43 0.12
C 1.85 1.64 -0.12
C 3.36 1.45 0.03
O 4.13 2.36 -0.18
N 3.72 0.22 0.43
C 5.10 -0.19 0.56
C 5.47 -1.27 -0.47
O 6.81 -1.68 -0.35
C -0.82 -0.80 0.28
C -2.19 -0.92 0.22
H -6.00 -0.97 -1.32
H -4.50 -0.64 -2.20
H -4.56 -1.94 -1.00
H -4.90 1.04 -0.41
H -4.71 -1.33 1.50
H -6.15 -0.37 1.17
H -4.76 0.37 1.97
H -2.96 2.26 -0.57
H -0.55 2.49 -0.47
H 1.66 2.01 -1.14
H 1.54 2.42 0.59
H 3.00 -0.47 0.54
H 5.72 0.69 0.42
H 5.26 -0.59 1.58
H 5.38 -0.86 -1.48
H 4.79 -2.13 -0.37
H 6.96 -2.01 0.54
H -0.20 -1.65 0.52
H -2.64 -1.88 0.42

DFT total energy   -787.2479 a.u.
E_LUMO   0.670 eV
Energy relative to the best compared isomer or geometry (same formula, charge and spin)   56.3 kJ/mol
Orbital gap   9.318 eV
Largest force on an atom   0.56 eV/Å
E_HOMO   -8.648 eV

---

Formula: C2H4N2O3
Source: the Open Molecules 2025 dataset
Level of theory: ωB97M-V/def2-TZVPD

Geometry (Å):
N -1.75 -0.70 0.07
C -0.80 0.23 -0.03
N -0.79 1.51 -0.13
O 0.75 1.57 -0.19
C 0.76 0.16 -0.04
O 1.24 -0.56 -1.09
O 1.36 -0.27 1.12
H -1.48 -1.66 -0.09
H -2.70 -0.43 -0.12
H 2.14 -0.27 -1.28
H 1.27 0.42 1.79

DFT total energy   -413.7656 a.u.
E_LUMO   0.715 eV
Energy relative to the best compared isomer or geometry (same formula, charge and spin)   331.0 kJ/mol
Orbital gap   9.968 eV
Largest force on an atom   2.55 eV/Å
E_HOMO   -9.253 eV

---

Formula: C4H8N
Source: the Open Molecules 2025 dataset
Level of theory: ωB97M-V/def2-TZVPD

Geometry (Å):
C 1.28 1.20 -0.18
C 0.24 0.40 0.00
C 1.73 0.36 1.10
C -1.98 -0.71 -1.03
N 0.54 -0.37 1.10
H 1.61 1.79 -0.99
H -1.19 0.04 -0.88
H 2.56 -0.17 0.73
H 1.85 1.13 1.86
H -1.70 -1.74 -1.03
H -2.87 -0.35 -0.33
H -2.15 -0.59 -2.09
H 0.10 -0.99 1.74

DFT total energy   -211.4729 a.u.
E_LUMO (alpha / beta)   -7.075 / -7.076 eV
Energy relative to the best compared isomer or geometry (same formula, charge and spin)   520.4 kJ/mol
Orbital gap (alpha / beta)   7.696 / 7.695 eV
Largest force on an atom   3.29 eV/Å
Total charge   +1
E_HOMO (alpha / beta)   -14.771 / -14.770 eV

---

Formula: C65H50BBrN4O18S3
Source: the Open Molecules 2025 dataset
Level of theory: ωB97M-V/def2-TZVPD

Geometry (Å):
C 5.87 0.35 1.63
C 6.29 -0.34 0.21
B 4.93 -0.58 -0.67
O 4.75 -1.74 -1.50
C 3.82 0.61 -0.56
C 2.51 0.44 0.16
C 2.25 -0.97 0.81
C 0.72 -1.24 1.19
C 0.01 -1.74 -0.17
S -1.84 -1.61 -0.06
C -2.37 -0.06 -0.91
S -2.31 0.07 -2.57
N -2.90 1.10 -0.19
C -4.22 1.04 0.34
C -4.36 2.41 0.93
N -3.18 3.23 0.78
C -2.33 2.37 0.09
C 1.57 1.66 0.24
C 1.97 2.96 -0.40
C 1.03 4.24 -0.29
C 1.24 4.77 1.21
O 2.38 5.16 1.47
Br -0.17 4.76 2.59
C 3.27 3.16 -1.18
N 3.80 4.29 -1.82
S 5.28 3.78 -2.46
N 5.40 2.17 -1.97
C 4.21 1.94 -1.25
H 6.78 0.45 2.30
H 5.49 1.42 1.48
H 5.06 -0.26 2.15
H 6.86 0.46 -0.36
H 6.87 -1.29 0.38
H 5.15 -1.61 -2.38
H 2.56 -1.84 0.14
H 2.87 -1.05 1.76
H 0.20 -0.36 1.66
H 0.72 -2.13 1.91
H 0.30 -2.81 -0.38
H 0.39 -1.08 -1.01
H -4.94 0.17 0.28
H -5.30 2.77 1.42
H -1.29 2.51 -0.30
H 0.59 1.54 0.79
H 1.43 5.04 -0.99
H -0.05 4.01 -0.51
O -6.56 2.45 -1.09
C -6.49 2.92 -2.21
C -7.69 3.43 -2.91
C -7.61 3.94 -4.14
C -6.32 4.01 -4.86
O -6.25 4.47 -5.98
C -5.12 3.49 -4.17
C -5.20 2.99 -2.94
H -8.63 3.37 -2.37
H -8.48 4.32 -4.66
H -4.19 3.55 -4.71
H -4.33 2.60 -2.41
O -9.12 -0.60 5.44
C -8.34 -0.82 4.53
C -8.73 -1.66 3.37
C -7.87 -1.91 2.38
C -6.50 -1.35 2.40
O -5.72 -1.58 1.49
C -6.11 -0.52 3.55
C -6.97 -0.27 4.54
H -9.74 -2.06 3.38
H -8.14 -2.52 1.53
H -5.11 -0.12 3.55
H -6.70 0.34 5.40
O -5.31 1.93 6.15
C -5.47 2.22 7.32
C -4.74 3.36 7.93
C -4.91 3.67 9.22
C -5.83 2.90 10.09
O -5.98 3.19 11.26
C -6.55 1.76 9.47
C -6.39 1.45 8.19
H -4.08 3.91 7.29
H -4.39 4.50 9.68
H -7.22 1.21 10.12
H -6.91 0.62 7.73
O 10.32 -4.31 5.42
C 9.94 -3.44 4.65
C 8.81 -3.67 3.73
C 8.40 -2.72 2.89
C 9.06 -1.40 2.84
O 8.68 -0.55 2.07
C 10.20 -1.17 3.76
C 10.61 -2.12 4.60
H 8.33 -4.64 3.78
H 7.57 -2.87 2.20
H 10.67 -0.20 3.70
H 11.43 -1.97 5.28
O -9.81 -2.10 -7.55
C -9.84 -1.13 -6.81
C -10.74 0.01 -7.07
C -10.77 1.07 -6.27
C -9.90 1.15 -5.08
O -9.92 2.12 -4.34
C -8.99 0.01 -4.81
C -8.96 -1.05 -5.62
H -11.37 -0.07 -7.95
H -11.42 1.91 -6.45
H -8.36 0.09 -3.94
H -8.31 -1.89 -5.44
O 6.77 -4.45 1.18
C 7.29 -5.34 0.53
C 6.97 -5.52 -0.90
C 7.52 -6.50 -1.61
C 8.48 -7.45 -1.00
O 8.99 -8.34 -1.65
C 8.80 -7.27 0.43
C 8.24 -6.29 1.14
H 6.27 -4.82 -1.33
H 7.30 -6.65 -2.66
H 9.50 -7.97 0.86
H 8.47 -6.14 2.19
O 1.63 6.87 -6.13
C 2.77 6.60 -6.44
C 3.24 6.72 -7.84
C 4.50 6.42 -8.17
C 5.48 5.97 -7.16
O 6.62 5.70 -7.46
C 5.01 5.85 -5.76
C 3.75 6.15 -5.43
H 2.51 7.05 -8.56
H 4.86 6.50 -9.19
H 5.73 5.52 -5.03
H 3.39 6.07 -4.41
O 0.23 -5.94 2.28
C 0.99 -6.16 1.36
C 0.58 -7.00 0.20
C 1.42 -7.24 -0.80
C 2.79 -6.68 -0.81
O 3.55 -6.90 -1.74
C 3.20 -5.85 0.34
C 2.36 -5.61 1.35
H -0.42 -7.40 0.23
H 1.14 -7.85 -1.65
H 4.21 -5.45 0.32
H 2.64 -5.00 2.20

DFT total energy   -7873.2295 a.u.
E_LUMO   -1.951 eV
Orbital gap   6.472 eV
Largest force on an atom   5.49 eV/Å
E_HOMO   -8.423 eV

---

Which formula does entry 1 have?
C4H11NO

---

Please write out number 1 again, unchanged.
Formula: C4H11NO
Source: the Open Molecules 2025 dataset
Level of theory: ωB97M-V/def2-TZVPD

Geometry (Å):
C 0.78 -1.08 -1.37
C 0.05 -1.11 -0.05
N -1.31 -1.12 -0.15
O 0.62 -1.12 1.04
H 1.87 -1.07 -1.18
H 0.52 -0.17 -1.95
H 0.54 -1.97 -1.98
H -1.78 -1.11 -1.05
H -1.86 -1.14 0.72
C 0.28 1.29 0.01
C -0.14 1.18 1.48
H -0.46 0.78 -0.63
H 1.27 0.81 -0.14
H 0.35 2.35 -0.29
H -1.12 1.66 1.63
H -0.21 0.13 1.79
H 0.60 1.69 2.13

DFT total energy   -288.9633 a.u.
E_LUMO   0.832 eV
Energy relative to the best compared isomer or geometry (same formula, charge and spin)   141.0 kJ/mol
Orbital gap   10.412 eV
Largest force on an atom   2.43 eV/Å
E_HOMO   -9.581 eV

---

What is the largest force on an atom in the fourth record?
2.55 eV/Å